{"formula": "C2H4OS2", "method": "wB97M-V/def2-TZVPD", "species": ["C", "C", "O", "S", "S", "H", "H", "H", "H"], "xyz": [[-0.892984, 0.231434, 0.122926], [0.403331, -0.306172, 0.384729], [2.432958, -0.283719, 2.149170], [0.969468, 2.264498, 1.964352], [1.576960, 0.557266, 1.331231], [-1.654636, -0.122567, -0.661960], [-1.017066, 1.244759, 0.698178], [0.785761, -1.248113, -0.113520], [2.317951, 0.862242, 0.284316]], "forces_ev_per_angstrom": [[3.5, 0.5, 1.0], [-4.8, -0.4, -2.1], [-0.9, -0.2, 0.0], [-0.3, -0.4, 0.2], [1.1, 0.8, 0.5], [1.5, 0.3, 1.6], [-0.3, -2.0, -1.3], [-0.4, 1.2, 0.8], [0.5, 0.2, -0.8]], "nbo_charge": [-0.297, -0.548, -0.914, -0.447, 1.461, 0.240, 0.244, 0.257, 0.004], "de_lowest_kj_mol": 272.2, "homo_lumo_gap_ev": 9.3, "smiles": "C=C[S@H](=O)=S", "charge": 0}